A cluster of 13 separate species, C72H180F6N12O24P in total at a distorted geometry, computed with ωB97M-V/def2-TZVPD.

Output
- Electronic energy: -170177.675 eV
- F_max: 4.82 eV/A
- HOMO energy: -6.1 eV
- M: 1743.3 g mol⁻¹

The geometry in ORCA input format:
```
! wB97M-V def2-TZVPD RIJCOSX def2/J DEFGRID3
* xyz -1 1
P 0.52 1.59 -0.05
F -0.85 1.22 0.89
F 0.89 0.01 0.09
F -0.19 1.33 -1.59
F 1.84 2.04 -0.87
F -0.19 3.04 0.07
F 1.26 1.93 1.39
C 2.51 0.11 -4.72
O 2.30 -1.07 -5.48
C 3.32 -1.12 -6.46
C 3.60 -2.49 -7.04
N 2.33 -3.18 -7.42
C 2.78 -4.53 -7.85
C 1.66 -5.53 -7.80
O 0.50 -5.08 -8.39
C 0.51 -5.26 -9.80
H 2.10 0.99 -5.21
H 3.45 0.09 -4.17
H 1.82 0.11 -3.88
H 4.22 -0.70 -6.00
H 2.99 -0.52 -7.31
H 4.13 -3.18 -6.38
H 4.26 -2.37 -7.90
H 2.01 -2.91 -8.34
H 3.59 -5.02 -7.30
H 3.01 -4.29 -8.88
H 1.35 -5.85 -6.80
H 2.00 -6.43 -8.31
H -0.38 -5.08 -10.39
H 0.94 -6.24 -9.99
H 1.19 -4.48 -10.17
C -1.76 2.61 -7.53
O -2.93 2.35 -6.77
C -2.63 2.23 -5.38
C -3.69 1.34 -4.80
N -5.03 1.87 -5.19
C -6.09 1.06 -4.56
C -7.46 1.68 -4.76
O -7.99 1.64 -6.16
C -9.40 1.59 -6.43
H -1.51 3.65 -7.34
H -1.71 2.36 -8.59
H -0.87 2.12 -7.14
H -2.69 3.23 -4.95
H -1.67 1.75 -5.16
H -3.62 1.25 -3.71
H -3.40 0.38 -5.23
H -5.18 1.61 -6.16
H -5.77 0.64 -3.61
H -6.19 0.17 -5.19
H -7.67 2.72 -4.47
H -8.08 1.02 -4.15
H -9.77 2.59 -6.19
H -9.81 0.72 -5.91
H -9.48 1.59 -7.51
C -2.25 7.21 -1.35
O -3.15 6.12 -1.49
C -2.56 4.87 -1.37
C -3.81 3.82 -1.20
N -4.77 4.02 -0.15
C -4.07 3.91 1.18
C -5.09 4.06 2.35
O -6.22 3.12 2.19
C -7.02 3.33 3.37
H -2.70 8.20 -1.28
H -1.55 7.20 -2.18
H -1.62 7.14 -0.46
H -1.86 4.81 -0.54
H -1.94 4.65 -2.23
H -3.50 2.79 -1.04
H -4.39 4.21 -2.04
H -4.97 5.00 -0.34
H -3.33 4.68 1.42
H -3.55 2.96 1.23
H -5.38 5.10 2.21
H -4.51 3.89 3.26
H -7.97 2.82 3.23
H -7.35 4.36 3.42
H -6.62 2.98 4.32
C -7.27 -4.81 -0.53
O -7.01 -3.54 0.02
C -8.07 -2.59 -0.40
C -7.52 -1.17 -0.16
N -6.08 -1.13 -0.31
C -5.60 0.15 0.24
C -5.38 0.14 1.78
O -4.65 -1.10 2.06
C -3.99 -1.04 3.26
H -7.12 -4.90 -1.60
H -8.20 -5.21 -0.11
H -6.62 -5.55 -0.07
H -8.93 -2.66 0.27
H -8.39 -2.81 -1.42
H -7.90 -0.96 0.84
H -8.01 -0.40 -0.75
H -5.99 -1.11 -1.32
H -6.17 0.97 -0.20
H -4.61 0.35 -0.18
H -6.28 0.23 2.39
H -4.84 1.02 2.12
H -3.19 -0.30 3.24
H -3.56 -2.02 3.43
H -4.65 -0.83 4.10
C 5.48 -2.68 -3.58
O 4.96 -3.77 -4.28
C 4.15 -4.66 -3.60
C 2.80 -4.95 -4.17
N 1.75 -4.00 -4.12
C 1.90 -2.99 -3.09
C 0.51 -2.30 -2.90
O -0.01 -1.99 -4.12
C -0.99 -1.01 -3.96
H 4.64 -2.04 -3.27
H 6.07 -2.18 -4.35
H 6.08 -3.00 -2.74
H 4.16 -4.43 -2.53
H 4.77 -5.55 -3.52
H 2.67 -5.87 -3.59
H 2.82 -5.57 -5.07
H 1.10 -4.67 -3.75
H 2.69 -2.29 -3.38
H 2.34 -3.32 -2.15
H 0.75 -1.41 -2.31
H -0.13 -2.76 -2.16
H -1.59 -1.02 -3.05
H -1.69 -0.87 -4.78
H -0.54 -0.02 -3.87
C -7.15 -2.91 3.49
O -5.98 -3.21 2.66
C -5.39 -4.49 3.13
C -4.05 -4.75 2.41
N -4.31 -4.85 0.97
C -3.05 -4.94 0.19
C -2.14 -3.70 0.51
O -3.02 -2.62 0.58
C -2.23 -1.50 0.19
H -7.48 -1.94 3.11
H -6.97 -2.96 4.56
H -7.94 -3.64 3.29
H -5.98 -5.40 3.05
H -5.32 -4.41 4.22
H -3.48 -5.58 2.81
H -3.48 -3.84 2.60
H -4.77 -5.75 0.88
H -3.22 -5.03 -0.88
H -2.42 -5.82 0.17
H -1.68 -3.79 -0.47
H -1.41 -3.67 1.31
H -2.25 -1.12 -0.84
H -1.15 -1.56 0.33
H -2.61 -0.62 0.71
C -1.65 -0.17 6.97
O -1.00 0.64 6.03
C -1.70 1.83 5.81
C -1.13 2.53 4.57
N -1.69 3.88 4.35
C -1.01 4.55 3.29
C -1.11 6.01 3.58
O -0.74 6.19 4.96
C -0.51 7.59 5.35
H -1.91 0.32 7.91
H -1.10 -1.10 7.13
H -2.53 -0.48 6.40
H -1.46 2.51 6.62
H -2.78 1.72 5.72
H -1.30 2.02 3.62
H -0.04 2.49 4.62
H -1.45 4.52 5.09
H -1.34 4.36 2.27
H 0.05 4.33 3.26
H -2.08 6.42 3.33
H -0.51 6.60 2.88
H -1.46 8.12 5.28
H 0.20 8.16 4.76
H -0.08 7.57 6.36
C 2.26 5.08 -3.28
O 2.47 5.64 -4.53
C 1.26 5.96 -5.28
C 1.39 5.53 -6.69
N 1.53 4.06 -6.68
C 2.40 3.49 -7.71
C 3.85 3.59 -7.38
O 4.22 2.83 -6.16
C 5.29 3.58 -5.52
H 1.76 5.84 -2.67
H 3.23 4.98 -2.80
H 1.78 4.10 -3.25
H 1.12 7.04 -5.23
H 0.37 5.51 -4.83
H 2.23 6.03 -7.18
H 0.55 5.94 -7.24
H 1.97 3.84 -5.80
H 2.29 4.09 -8.62
H 2.19 2.43 -7.81
H 4.13 4.65 -7.40
H 4.47 3.27 -8.22
H 4.99 4.55 -5.14
H 6.12 3.67 -6.22
H 5.54 3.01 -4.63
C -4.80 -2.03 6.87
O -3.81 -2.84 6.22
C -3.23 -3.83 7.09
C -1.76 -4.14 6.66
N -1.59 -4.44 5.27
C -0.17 -4.56 4.82
C 0.38 -3.17 4.46
O -0.12 -2.69 3.22
C 0.32 -1.43 2.79
H -5.72 -2.59 7.06
H -5.02 -1.15 6.27
H -4.39 -1.63 7.80
H -3.80 -4.71 6.75
H -3.38 -3.63 8.15
H -1.31 -4.96 7.21
H -1.18 -3.23 6.83
H -1.83 -3.70 4.64
H -0.30 -5.20 3.95
H 0.45 -5.16 5.48
H 1.44 -3.33 4.28
H 0.15 -2.47 5.27
H 1.15 -1.45 2.08
H 0.69 -0.88 3.65
H -0.53 -0.90 2.35
C 4.48 -1.21 4.08
O 5.42 -2.15 3.55
C 5.18 -3.46 3.98
C 5.70 -3.71 5.40
N 5.37 -5.08 5.74
C 6.01 -5.50 7.01
C 5.99 -7.03 7.16
O 6.62 -7.59 6.02
C 7.37 -8.79 5.91
H 3.44 -1.45 3.85
H 4.90 -0.24 3.83
H 4.60 -1.26 5.16
H 5.54 -4.19 3.26
H 4.10 -3.62 3.97
H 5.29 -3.03 6.14
H 6.79 -3.68 5.48
H 5.52 -5.84 5.09
H 5.51 -4.99 7.82
H 7.03 -5.12 6.94
H 5.02 -7.53 7.24
H 6.58 -7.26 8.05
H 6.61 -9.57 5.90
H 8.03 -8.93 6.77
H 8.05 -8.80 5.06
C 5.54 -2.88 0.21
O 4.39 -2.44 -0.43
C 3.80 -1.27 0.02
C 4.76 -0.01 -0.04
N 4.39 0.85 -1.15
C 5.14 2.09 -1.18
C 6.50 1.88 -1.79
O 7.35 1.26 -1.01
C 8.57 0.90 -1.49
H 5.30 -2.81 1.28
H 6.50 -2.43 -0.03
H 5.72 -3.95 0.16
H 3.64 -1.49 1.07
H 2.84 -1.12 -0.48
H 5.81 -0.33 -0.07
H 4.48 0.43 0.91
H 3.44 1.10 -0.92
H 5.09 2.56 -0.20
H 4.72 2.84 -1.84
H 6.87 2.85 -2.10
H 6.35 1.24 -2.66
H 8.86 1.38 -2.43
H 8.59 -0.18 -1.62
H 9.37 1.15 -0.79
C 2.97 6.66 4.31
O 4.25 6.24 3.87
C 4.08 5.57 2.62
C 4.86 4.26 2.58
N 4.69 3.47 3.79
C 3.58 2.50 3.75
C 2.90 2.40 5.08
O 2.36 3.76 5.39
C 2.01 4.09 6.71
H 2.15 5.94 4.35
H 2.51 7.38 3.63
H 3.00 7.03 5.34
H 4.27 6.34 1.88
H 3.08 5.13 2.54
H 5.95 4.34 2.50
H 4.48 3.63 1.79
H 4.54 4.07 4.59
H 3.95 1.49 3.55
H 2.88 2.75 2.95
H 3.58 1.95 5.80
H 2.14 1.62 5.09
H 2.88 3.83 7.31
H 1.02 3.75 7.00
H 1.95 5.18 6.79
*
```